# 1
ORCA calculation (wB97M-V/def2-TZVPD) on a molecular structure, C18H21BaP2 at a distorted geometry.

As for the charge: -1. Its maximum force is 5.398 eV Å⁻¹. The HOMO energy comes out at -0.12 eV. The value obtained for the energy is -1406.5023 hartree.

Atoms and positions in Å:
1 C 2.923 -2.122 -0.599
2 C 5.010 -1.755 0.605
3 C 3.026 -3.027 0.543
4 C -2.001 0.708 -3.839
5 C -4.060 0.224 2.347
6 P 0.380 -1.706 2.770
7 H -0.281 -0.714 3.648
8 H -4.825 0.008 3.036
9 H 4.723 -3.346 1.946
10 C -1.248 1.662 -4.479
11 H -0.839 -2.392 2.393
12 H -2.463 -1.255 -0.290
13 C -1.773 0.513 -2.492
14 C -3.853 -0.640 1.246
15 H 0.828 2.027 1.650
16 C 0.011 2.192 -2.471
17 C -0.225 2.414 -3.850
18 H 5.978 -1.293 0.931
19 H -4.633 -1.381 0.968
20 H 4.873 -0.862 -1.424
21 Ba 3.018 -0.375 1.581
22 H 0.739 2.717 -1.945
23 H 2.410 -3.956 0.692
24 H -3.292 1.917 3.495
25 H 0.350 3.196 -4.338
26 C 4.309 -2.788 1.239
27 H -2.405 -0.240 -1.934
28 H 0.739 -2.627 3.861
29 H -2.816 0.152 -4.365
30 H 0.109 3.057 0.417
31 H -1.390 2.289 1.970
32 H 1.643 2.265 0.055
33 H 2.085 -2.126 -1.461
34 C -1.820 0.566 0.702
35 C -2.722 -0.524 0.483
36 C 4.305 -1.364 -0.646
37 C -2.050 1.455 1.777
38 C -3.149 1.255 2.654
39 P -0.194 0.725 -0.127
40 H -1.304 1.763 -5.535
41 C -0.777 1.215 -1.779
42 C 0.664 2.171 0.566



# 2
ORCA calculation (wB97M-V/def2-TZVPD) on 2 unconnected molecules or ions with the total composition C4H12 at a distorted geometry.

As for the charge: 0. Its maximum force is 1.210 eV Å⁻¹. The HOMO energy comes out at -11.76 eV. The value obtained for the energy is -159.5788 hartree. For the energy relative to the best compared isomer or geometry (same formula, charge and spin), the calculation gives 3.9 kcal per mole.

Atoms and positions in Å:
1 C -0.478 -1.089 -0.967
2 H -0.373 -0.863 0.086
3 H -0.689 1.850 -0.086
4 C 0.041 -2.494 -1.365
5 H 1.108 -2.451 -1.522
6 H 0.933 1.893 2.566
7 H -0.482 -2.866 -2.237
8 C 0.075 2.228 0.589
9 H 0.959 2.263 -0.056
10 H -0.232 3.248 0.776
11 H 0.073 -0.387 -1.586
12 H 0.968 0.518 1.509
13 H -0.145 -3.252 -0.593
14 C 0.347 1.361 1.815
15 H -0.572 1.009 2.281
16 H -1.536 -0.968 -1.210



# 3
ORCA calculation (wB97M-V/def2-TZVPD) on a molecular structure, C10H8F3O7Rh.

As for the charge: 0. Its maximum force is 0.734 eV Å⁻¹. The HOMO energy comes out at -10.13 eV. The value obtained for the energy is -1322.7015 hartree. For the energy relative to the best compared isomer or geometry (same formula, charge and spin), the calculation gives 0.0 kcal per mole.

Atoms and positions in Å:
1 O -1.291 -1.956 -1.889
2 C 2.609 0.048 -1.087
3 H 0.385 1.356 3.043
4 O -0.174 -0.300 0.293
5 Rh -0.163 -0.080 -1.703
6 C -0.032 0.568 2.420
7 C -2.312 -1.226 -1.833
8 F -4.628 -1.019 -2.291
9 F -3.735 -2.976 -2.552
10 O 1.320 3.559 -0.899
11 O 3.769 0.231 -1.348
12 H 1.609 2.284 1.199
13 C 0.977 2.411 -0.814
14 C 2.077 0.321 0.324
15 H 1.304 -1.770 0.401
16 F -4.030 -2.176 -0.556
17 C -3.713 -1.862 -1.823
18 O 0.324 1.782 -1.778
19 H -1.041 1.553 0.686
20 H 2.953 0.396 0.965
21 H 1.827 -0.564 2.844
22 C 0.887 -0.680 2.308
23 H 0.390 -1.574 2.678
24 H -1.012 0.303 2.812
25 C 1.187 1.601 0.467
26 C -0.141 1.015 0.971
27 O -2.218 0.030 -1.741
28 O 1.738 -0.499 -1.906
29 C 1.133 -0.778 0.807



# 4
ORCA calculation (wB97M-V/def2-TZVPD) on C12H15N in the gas phase at a distorted geometry.

As for the charge: 0. Its maximum force is 3.631 eV Å⁻¹. The HOMO energy comes out at -8.12 eV. The value obtained for the energy is -520.8784 hartree. For the energy relative to the best compared isomer or geometry (same formula, charge and spin), the calculation gives 99.8 kcal per mole.

Atoms and positions in Å:
1 H -0.641 -1.245 -1.664
2 H -1.695 -2.358 -0.735
3 C 3.570 -0.216 -0.308
4 C 1.933 1.653 -0.026
5 C -0.638 -0.492 1.563
6 C -2.354 1.116 -0.636
7 C 1.248 -0.629 0.243
8 H -1.936 1.486 -1.610
9 H -1.670 -0.735 1.739
10 H 4.557 -0.617 -0.466
11 C 1.012 0.747 0.366
12 H 0.223 -2.314 0.768
13 H 3.962 1.904 -0.614
14 C 2.544 -1.135 0.004
15 H 1.738 2.736 -0.076
16 H 2.848 -2.153 0.109
17 C -2.415 -0.448 -0.649
18 H -2.105 1.705 1.361
19 C -1.102 -1.440 -0.650
20 H -3.389 1.506 -0.590
21 H -0.534 0.579 -0.433
22 C 3.227 1.154 -0.341
23 H -3.027 -0.689 -1.575
24 N -1.588 1.718 0.492
25 H -0.134 -0.414 2.507
26 C -0.040 -1.346 0.442
27 C -0.497 0.806 0.650
28 H -3.096 -0.878 0.128



# 5
ORCA calculation (wB97M-V/def2-TZVPD) on C5H11NO in the gas phase at a distorted geometry.

As for the charge: 0. Its maximum force is 4.902 eV Å⁻¹. The HOMO energy comes out at -9.46 eV. The value obtained for the energy is -327.0048 hartree. For the energy relative to the best compared isomer or geometry (same formula, charge and spin), the calculation gives 79.4 kcal per mole.

Atoms and positions in Å:
1 H 0.337 -0.345 -1.279
2 H -0.362 1.802 0.802
3 H 1.911 -1.857 0.670
4 H -1.858 1.191 -0.953
5 H -1.051 -1.617 -0.115
6 H -2.709 -1.022 -0.472
7 H 0.232 2.223 -0.879
8 N 1.262 -0.016 1.378
9 H -1.098 0.186 -2.023
10 C -1.122 0.379 -0.946
11 C -1.716 -0.752 -0.110
12 C 1.554 -1.233 1.497
13 C 0.064 1.449 -0.134
14 C 1.306 0.597 0.055
15 H 2.093 1.386 0.112
16 H -1.797 -0.460 0.937
17 H 1.468 -1.687 2.478
18 O 1.485 -0.225 -1.018



# 6
ORCA calculation (wB97M-V/def2-TZVPD) on a gas-phase ion, C3H2N3O (charge +1) at a distorted geometry.

As for the charge: +1. Its spin multiplicity is 3. Its maximum force is 5.360 eV Å⁻¹. The HOMO energy (alpha / beta) comes out at -13.35 / -16.95 eV. The value obtained for the energy is -354.5430 hartree. For the energy relative to the best compared isomer or geometry (same formula, charge and spin), the calculation gives 7.9 kcal per mole.

Atoms and positions in Å:
1 C -0.792 -0.239 1.100
2 N -1.123 0.421 0.014
3 C 0.179 0.291 -0.780
4 H 0.936 -1.282 1.863
5 C 0.540 -0.697 1.061
6 N 0.442 1.261 -2.988
7 H -1.618 -0.227 1.783
8 N 0.363 0.730 -2.010
9 O 1.074 -0.258 -0.043



# 7
ORCA calculation (wB97M-V/def2-TZVPD) on 3 unconnected molecules or ions with the total composition C5H17NO2 at a distorted geometry.

As for the charge: 0. Its maximum force is 2.208 eV Å⁻¹. The HOMO energy comes out at -9.03 eV. The value obtained for the energy is -405.9026 hartree. For the energy relative to the best compared isomer or geometry (same formula, charge and spin), the calculation gives 25.0 kcal per mole.

Atoms and positions in Å:
1 H 0.193 1.947 1.642
2 C -1.278 1.853 -1.807
3 H -1.714 0.938 -2.300
4 H 0.070 -1.109 -2.072
5 C 0.050 1.467 -1.121
6 H -1.346 -0.781 5.435
7 H -1.054 2.731 -2.438
8 H 0.644 0.923 -1.857
9 N -0.064 0.546 0.008
10 H 0.854 -1.218 0.875
11 H -2.021 2.220 -1.105
12 H 0.460 3.212 2.424
13 H 1.504 -2.999 -2.511
14 H 0.666 2.307 -0.804
15 O -1.279 -0.768 4.471
16 C 1.318 -2.792 -1.453
17 H 0.881 -3.702 -0.964
18 H 2.266 -2.603 -0.935
19 H -1.207 0.195 4.369
20 C 0.682 -0.712 -0.079
21 H -1.003 0.240 0.219
22 H 1.732 -0.425 -0.255
23 C 0.320 -1.679 -1.183
24 H -0.655 -2.161 -1.056
25 O -0.020 2.368 2.495



# 8
ORCA calculation (wB97M-V/def2-TZVPD) on C4H5NO in the gas phase at a distorted geometry.

As for the charge: 0. Its maximum force is 1.122 eV Å⁻¹. The HOMO energy comes out at -10.98 eV. The value obtained for the energy is -285.3564 hartree. For the energy relative to the best compared isomer or geometry (same formula, charge and spin), the calculation gives 36.5 kcal per mole.

Atoms and positions in Å:
1 H 0.880 -1.841 0.288
2 O -1.790 -0.434 -0.008
3 C 1.847 0.013 0.023
4 C -1.230 0.859 -0.235
5 H -0.952 1.059 -1.269
6 C 0.681 -0.860 -0.155
7 H 0.497 -1.007 -1.225
8 H -0.433 -0.096 1.587
9 N 2.690 0.785 0.196
10 C -0.502 -0.169 0.501
11 H -1.688 1.691 0.297



# 9
ORCA calculation (wB97M-V/def2-TZVPD) on a molecular structure, C22H51ClN4O10S at a distorted geometry.

As for the charge: 0. Its maximum force is 3.941 eV Å⁻¹. The HOMO energy comes out at -8.14 eV. The value obtained for the energy is -2698.4198 hartree.

Atoms and positions in Å:
1 H -3.377 0.326 -10.857
2 O -4.363 -5.266 -0.357
3 H -1.125 -3.102 5.312
4 H 1.505 7.644 4.167
5 H -3.436 -5.489 -0.509
6 O -3.079 0.492 -7.182
7 O 0.276 4.553 1.326
8 H 0.627 -3.375 -0.763
9 O 3.028 6.306 3.776
10 S -0.248 3.740 -4.237
11 H -0.164 -4.279 6.238
12 H 6.351 -1.040 6.376
13 C 2.058 6.843 4.665
14 H 0.012 -3.732 2.120
15 H -1.384 4.299 2.528
16 H -0.371 -1.947 -0.202
17 N 2.802 0.572 -1.660
18 H 1.602 -0.878 0.127
19 H 1.653 -3.757 1.316
20 H -4.100 1.437 -1.044
21 H 2.892 2.661 -1.285
22 H 5.407 0.996 5.885
23 H -2.494 -0.260 -9.429
24 O -1.276 -3.825 -0.018
25 O 6.149 -0.882 5.447
26 C 1.463 -0.580 1.197
27 H 2.569 7.247 5.538
28 H 5.937 0.738 4.206
29 H -4.986 -6.973 -1.341
30 H 6.172 -0.861 2.800
31 C 5.703 -1.302 1.919
32 C -1.279 2.651 -2.358
33 H -4.353 1.563 -5.957
34 H -1.250 5.889 1.715
35 H 0.208 -1.554 2.867
36 H -4.235 -0.617 -9.616
37 H -0.416 0.311 2.070
38 C -0.142 -3.560 5.415
39 H 1.948 -2.003 2.817
40 H -4.189 -2.048 0.543
41 H -6.175 -5.654 -1.232
42 C -0.066 1.303 0.106
43 C 6.163 0.527 5.250
44 C -1.579 1.418 -0.129
45 H -3.492 2.502 -7.201
46 H 2.471 -0.201 1.546
47 C 0.714 -3.149 1.418
48 C 2.387 1.768 -0.823
49 H -3.815 2.142 -2.497
50 H 2.789 0.923 -2.629
51 C 0.241 2.521 -2.148
52 C 1.051 -1.787 2.158
53 C -3.402 1.688 -6.482
54 Cl -2.787 0.751 1.045
55 H 4.422 -2.340 2.940
56 H 1.973 -0.039 -1.625
57 C -3.350 -2.686 0.935
58 H -2.890 -2.391 -10.200
59 O -2.965 -1.684 -10.851
60 O -2.555 -2.471 -1.384
61 H -2.726 -2.166 1.710
62 O 0.179 -4.226 4.199
63 H -0.197 4.202 0.562
64 H -4.805 -5.514 -2.360
65 H 6.272 -2.175 1.590
66 H 1.051 -4.622 4.316
67 N 0.904 3.125 -3.209
68 C -3.286 -0.491 -10.142
69 C -2.174 2.070 -1.302
70 C -0.697 5.089 2.213
71 H 5.677 -0.566 1.116
72 C -5.122 -5.890 -1.384
73 N -3.589 2.199 -1.499
74 H -3.807 -3.630 1.340
75 N -1.702 3.295 -3.512
76 C -0.063 -2.996 0.053
77 H -2.609 1.922 -5.768
78 H -3.006 -0.211 -6.526
79 H 0.985 1.435 2.004
80 H 2.736 1.604 0.229
81 C 0.811 1.851 -0.934
82 H -0.187 5.492 3.088
83 C 0.441 0.626 1.421
84 C -2.362 -2.959 -0.299
85 O 4.370 -1.690 2.230
86 H 7.152 0.923 5.493
87 H 1.371 6.054 4.982
88 H 0.599 -2.784 5.620
89 H 2.553 5.955 3.012



# 10
ORCA calculation (wB97M-V/def2-TZVPD) on C3H6ClFN2S in the gas phase at a distorted geometry.

As for the charge: 0. Its maximum force is 1.435 eV Å⁻¹. The HOMO energy comes out at -9.53 eV. The value obtained for the energy is -1185.6643 hartree. For the energy relative to the best compared isomer or geometry (same formula, charge and spin), the calculation gives 0.8 kcal per mole.

Atoms and positions in Å:
1 F 2.016 0.237 -0.885
2 H -2.330 -1.867 -0.744
3 N -1.266 0.769 1.509
4 S -1.135 -1.921 -0.071
5 H 0.811 1.760 -0.558
6 Cl 1.891 -1.144 1.253
7 C -0.184 -0.424 -0.400
8 N -0.032 1.941 -0.026
9 C 1.273 -0.825 -0.373
10 H -0.329 -0.115 -1.441
11 H -1.652 -0.157 1.646
12 H 0.039 2.697 0.641
13 H 1.449 -1.722 -1.009
14 C -0.550 0.771 0.458



# 11
ORCA calculation (wB97M-V/def2-TZVPD) on 2 unconnected molecules or ions with the total composition C9H14O at a distorted geometry.

As for the charge: +1. Its spin multiplicity is 2. Its maximum force is 3.016 eV Å⁻¹. The HOMO energy (alpha / beta) comes out at -14.44 / -14.90 eV. The value obtained for the energy is -426.2407 hartree. For the energy relative to the best compared isomer or geometry (same formula, charge and spin), the calculation gives 22.3 kcal per mole.

Atoms and positions in Å:
1 H -0.216 -2.694 -0.773
2 C 0.927 0.280 -1.934
3 H -0.493 -0.140 2.902
4 C -1.995 0.901 1.752
5 H -0.102 -1.358 -2.882
6 C 0.949 -1.229 0.316
7 C 0.897 1.130 -3.162
8 H 0.020 1.783 -3.208
9 H 1.862 1.636 -3.209
10 O 1.062 -2.083 1.342
11 H -1.810 0.627 0.711
12 H -1.530 1.887 1.869
13 H 2.138 1.718 -0.892
14 H 1.903 0.514 1.261
15 C 1.501 0.038 0.376
16 C 0.247 -0.946 -1.947
17 H -1.869 -1.093 2.636
18 H 0.485 -1.885 2.101
19 H -3.045 1.203 1.751
20 C 0.288 -1.745 -0.841
21 H 0.726 0.630 -4.125
22 H -1.941 0.073 3.870
23 C 1.579 0.804 -0.767
24 C -1.583 -0.053 2.852



# 12
ORCA calculation (wB97M-V/def2-TZVPD) on 6 unconnected molecules or ions with the total composition C10H30F6N4O8S2 at a distorted geometry.

As for the charge: 0. Its maximum force is 5.321 eV Å⁻¹. The HOMO energy comes out at -8.74 eV. The value obtained for the energy is -2615.3194 hartree. For the energy relative to the best compared isomer or geometry (same formula, charge and spin), the calculation gives 91.8 kcal per mole.

Atoms and positions in Å:
1 H 4.081 -24.691 5.187
2 H -4.359 -15.755 1.287
3 H -6.214 -17.470 1.532
4 H -4.087 -17.726 0.121
5 N -3.928 -23.443 -5.438
6 H -3.484 -22.943 -1.966
7 O -6.860 -24.296 0.699
8 C -5.646 -18.005 2.293
9 C 2.167 -22.714 3.547
10 H -6.122 -19.332 4.559
11 H 2.241 -21.920 4.290
12 H -4.805 -18.078 4.895
13 H 0.538 -21.705 2.455
14 N -3.463 -22.667 -0.995
15 C -6.387 -22.151 -4.977
16 H -0.410 -22.186 4.633
17 H 0.797 -24.516 2.248
18 C -1.764 -25.018 -5.921
19 H -5.173 -25.788 -3.624
20 C 3.920 -23.728 4.702
21 H -6.417 -17.889 5.567
22 H -3.428 -21.658 -0.955
23 O 2.561 -23.827 4.216
24 C -3.856 -16.264 2.109
25 H -2.699 -18.044 0.626
26 H -2.807 -15.969 2.084
27 O -5.526 -26.497 -3.086
28 S -3.112 -23.845 -6.725
29 H -4.283 -23.066 -0.560
30 O -3.859 -24.603 -7.756
31 C 0.727 -22.675 2.915
32 H -2.595 -23.010 -0.608
33 F -2.349 -26.004 -5.229
34 C -0.389 -23.013 3.923
35 C -5.860 -18.286 4.718
36 F -6.132 -21.344 -3.921
37 H -0.161 -23.952 4.426
38 F -6.722 -23.371 -4.518
39 H -7.435 -24.258 1.463
40 O -6.179 -17.587 3.579
41 N 0.625 -23.610 1.835
42 O -5.606 -22.447 -7.514
43 H 4.018 -23.003 5.510
44 C -4.167 -17.760 2.088
45 O -2.306 -22.779 -7.334
46 H -6.325 -26.766 -3.538
47 F -1.006 -24.268 -5.059
48 H 1.430 -23.505 1.234
49 F -7.419 -21.624 -5.673
50 O -4.261 -20.983 -6.053
51 N -3.649 -18.342 0.792
52 S -4.919 -22.261 -6.235
53 H 2.889 -22.455 2.773
54 H 4.635 -23.480 3.917
55 H -3.709 -18.208 2.969
56 H -1.418 -23.004 3.564
57 H -7.207 -25.017 0.174
58 F -0.862 -25.504 -6.801
59 H -5.747 -19.077 2.123
60 H -4.193 -15.891 3.076